Below is a structure of composition C54H31N21OSc at a distorted geometry, with properties calculated with ωB97M-V/def2-TZVPD.

Summary:
charge: -1
multiplicity: 1
HOMO-LUMO gap (spin up / spin down): 4.945 / 5.603 eV
maximum force: 3.37 eV Å⁻¹
ΔE to the lowest compared entry with this formula, charge and spin: 4.5175 eV
highest occupied orbital energy (spin up / spin down): -3.96 / -4.22 eV

Positions of all 108 atoms, in Å:
1 Sc -14.72 2.43 -16.26
2 C -14.21 0.02 -9.99
3 C -12.90 0.49 -10.17
4 C -12.65 1.49 -11.14
5 C -13.64 1.93 -11.99
6 C -13.74 2.81 -13.19
7 N -13.02 3.91 -13.35
8 C -13.38 4.96 -14.05
9 C -13.37 6.39 -13.62
10 C -13.00 6.94 -12.40
11 C -13.51 8.19 -12.01
12 C -14.43 8.87 -12.86
13 C -14.66 8.37 -14.17
14 C -14.24 7.08 -14.53
15 C -14.69 6.01 -15.47
16 N -15.98 3.87 -17.17
17 C -16.25 5.09 -17.18
18 N -15.83 6.09 -16.27
19 C -17.05 6.77 -16.05
20 N -17.76 6.66 -14.96
21 C -17.91 5.57 -14.17
22 N -16.96 4.67 -13.86
23 C -17.54 3.69 -13.12
24 N -16.98 2.55 -12.67
25 C -15.75 2.12 -12.88
26 N -14.88 2.47 -13.88
27 C -14.95 1.47 -11.80
28 C -15.24 0.54 -10.80
29 C -18.96 4.04 -12.83
30 C -19.96 3.39 -12.12
31 C -21.23 3.97 -12.09
32 C -21.48 5.19 -12.71
33 C -20.46 5.86 -13.43
34 C -19.19 5.28 -13.48
35 C -17.70 6.96 -17.44
36 C -18.85 7.52 -18.02
37 C -19.04 7.23 -19.38
38 C -18.20 6.37 -20.11
39 C -17.24 5.61 -19.44
40 C -17.13 5.85 -18.10
41 N -14.04 4.84 -15.27
42 H -14.48 -0.73 -9.25
43 H -12.08 0.04 -9.62
44 H -11.65 1.88 -11.26
45 H -12.34 6.40 -11.75
46 H -13.22 8.62 -11.07
47 H -14.96 9.74 -12.47
48 H -15.28 8.93 -14.86
49 H -16.27 0.21 -10.70
50 H -19.75 2.44 -11.65
51 H -22.04 3.44 -11.58
52 H -22.49 5.63 -12.67
53 H -20.66 6.81 -13.92
54 H -19.52 8.12 -17.41
55 H -19.88 7.70 -19.88
56 H -18.35 6.27 -21.20
57 H -16.63 4.85 -19.93
58 C -19.14 -1.37 -28.79
59 O -19.78 -0.33 -28.02
60 C -19.25 -0.04 -26.82
61 C -20.08 0.67 -25.94
62 C -19.57 0.99 -24.71
63 C -18.30 0.61 -24.30
64 C -17.53 -0.14 -25.18
65 C -17.96 -0.48 -26.46
66 C -17.74 0.90 -23.05
67 N -16.51 0.56 -22.73
68 C -16.31 1.09 -21.48
69 C -17.46 1.70 -21.00
70 N -18.39 1.60 -22.04
71 C -17.64 1.92 -19.61
72 C -18.76 2.56 -19.00
73 C -18.81 2.78 -17.61
74 C -17.73 2.23 -16.89
75 N -16.79 1.46 -17.41
76 C -16.62 1.46 -18.79
77 C -15.30 1.22 -19.28
78 N -14.22 1.64 -18.54
79 C -13.01 1.29 -19.09
80 C -12.88 0.59 -20.28
81 C -13.96 0.45 -21.17
82 C -15.16 0.93 -20.67
83 H -19.65 -1.39 -29.77
84 H -19.28 -2.33 -28.28
85 H -18.06 -1.16 -29.01
86 H -21.09 0.93 -26.25
87 H -20.24 1.57 -24.08
88 H -16.54 -0.47 -24.86
89 H -17.40 -1.07 -27.18
90 H -19.36 1.86 -22.00
91 H -19.58 3.02 -19.56
92 H -19.60 3.31 -17.10
93 H -17.65 2.29 -15.79
94 H -12.12 1.57 -18.52
95 H -11.91 0.13 -20.52
96 H -13.85 0.09 -22.19
97 N -12.69 -0.31 -15.14
98 C -12.04 0.85 -15.43
99 N -10.74 0.92 -15.20
100 N -10.44 2.18 -15.63
101 N -11.46 2.80 -16.07
102 N -12.57 2.00 -15.95
103 C -13.97 -0.61 -15.46
104 N -14.42 -1.88 -15.35
105 N -15.72 -1.77 -15.64
106 N -16.06 -0.56 -15.83
107 N -14.96 0.25 -15.81
108 H -12.09 -1.10 -14.90

=====

Below is a structure of composition C54H36N6PdS, with properties calculated with ωB97M-V/def2-TZVPD.

Summary:
charge: +2
multiplicity: 1
HOMO-LUMO gap: 4.737 eV
maximum force: 0.26 eV Å⁻¹
highest occupied orbital energy: -12.93 eV

Positions of all 98 atoms, in Å:
1 Pd -0.64 1.00 0.95
2 C 6.28 -0.22 4.12
3 C 5.68 -1.27 3.43
4 C 4.42 -1.10 2.86
5 C 3.77 0.13 2.97
6 C 4.39 1.19 3.64
7 C 5.63 1.01 4.22
8 C 2.44 0.33 2.36
9 C 1.39 -0.46 2.72
10 C 1.44 -1.54 3.70
11 C 0.26 -2.19 3.63
12 C -0.54 -1.48 2.65
13 C -1.91 -1.88 2.31
14 C -2.35 -3.20 2.80
15 C -1.67 -4.36 2.40
16 C -2.09 -5.59 2.85
17 C -3.17 -5.69 3.72
18 C -3.83 -4.54 4.14
19 C -3.43 -3.30 3.67
20 C -2.77 -1.09 1.63
21 N -2.50 0.22 1.18
22 C -3.62 0.68 0.66
23 C -3.80 2.02 0.08
24 C -5.19 2.42 -0.21
25 C -6.14 2.48 0.81
26 C -7.44 2.87 0.53
27 C -7.81 3.17 -0.77
28 C -6.88 3.09 -1.80
29 C -5.57 2.72 -1.52
30 C -2.77 2.85 -0.22
31 C -2.88 4.16 -0.84
32 C -1.64 4.57 -1.14
33 C -0.74 3.53 -0.66
34 N -1.40 2.55 -0.09
35 C 0.72 3.62 -0.79
36 C 1.57 2.82 -0.12
37 C 3.02 2.86 -0.19
38 C 3.50 1.98 0.71
39 C 2.34 1.36 1.32
40 N 1.22 1.83 0.82
41 C 1.24 4.69 -1.68
42 C 2.06 5.69 -1.17
43 C 2.54 6.69 -2.01
44 C 2.21 6.68 -3.36
45 C 1.39 5.68 -3.87
46 C 0.89 4.69 -3.03
47 C -4.67 -0.32 0.70
48 C -4.14 -1.41 1.27
49 N 0.11 -0.45 2.15
50 H 7.25 -0.36 4.57
51 H 6.19 -2.22 3.34
52 H 3.96 -1.91 2.31
53 H 3.88 2.14 3.73
54 H 6.09 1.82 4.76
55 H 2.27 -1.75 4.35
56 H -0.07 -3.04 4.20
57 H -0.83 -4.28 1.72
58 H -1.58 -6.49 2.52
59 H -3.49 -6.66 4.09
60 H -4.66 -4.62 4.83
61 H -3.93 -2.40 4.01
62 H -5.85 2.25 1.83
63 H -8.16 2.94 1.33
64 H -8.83 3.46 -0.99
65 H -7.18 3.31 -2.82
66 H -4.85 2.64 -2.32
67 H -3.81 4.68 -1.01
68 H -1.33 5.49 -1.60
69 H 3.59 3.49 -0.86
70 H 4.52 1.74 0.93
71 H 2.30 5.70 -0.11
72 H 3.16 7.47 -1.61
73 H 2.58 7.45 -4.01
74 H 1.14 5.67 -4.92
75 H 0.25 3.91 -3.43
76 H -5.67 -0.18 0.31
77 H -4.61 -2.36 1.45
78 S 0.50 -2.76 -4.99
79 C 0.15 -1.81 -3.57
80 C -1.04 -1.12 -3.34
81 C -1.18 -0.41 -2.16
82 N -0.24 -0.33 -1.22
83 C 0.90 -0.99 -1.45
84 C 1.14 -1.73 -2.58
85 C -0.96 -2.51 -5.97
86 C -0.99 -1.51 -6.93
87 C -2.15 -1.36 -7.68
88 N -3.23 -2.12 -7.52
89 C -3.18 -3.09 -6.60
90 C -2.06 -3.32 -5.81
91 H -1.85 -1.13 -4.05
92 H -2.10 0.13 -1.96
93 H 1.66 -0.92 -0.68
94 H 2.08 -2.24 -2.71
95 H -0.13 -0.87 -7.11
96 H -2.22 -0.59 -8.44
97 H -4.06 -3.70 -6.50
98 H -2.06 -4.12 -5.08

=====

Below is a structure of composition C54H39F4MgN6 at a distorted geometry, with properties calculated with ωB97M-V/def2-TZVPD.

Summary:
charge: -1
multiplicity: 1
HOMO-LUMO gap (spin up / spin down): 5.592 / 5.592 eV
maximum force: 3.71 eV Å⁻¹
highest occupied orbital energy (spin up / spin down): -4.08 / -4.08 eV

Positions of all 104 atoms, in Å:
1 Mg -0.26 -0.38 -0.08
2 C -5.28 1.19 -5.72
3 C -4.07 1.88 -5.45
4 C -3.39 1.53 -4.29
5 C -3.65 0.38 -3.56
6 C -4.80 -0.32 -3.90
7 C -5.62 0.05 -4.93
8 C -2.65 -0.06 -2.52
9 C -3.12 -0.12 -1.14
10 C -4.47 0.13 -0.71
11 C -4.50 -0.06 0.63
12 C -3.16 -0.39 1.03
13 N -2.35 -0.53 -0.09
14 C -2.74 -0.67 2.33
15 C -1.51 -1.16 2.65
16 C -1.13 -1.53 4.04
17 C 0.16 -1.81 4.06
18 C 0.65 -1.61 2.69
19 C 1.97 -1.75 2.23
20 C 3.08 -1.95 3.19
21 C 3.87 -0.84 3.51
22 C 5.01 -1.03 4.33
23 C 5.33 -2.27 4.89
24 C 4.48 -3.38 4.57
25 C 3.40 -3.20 3.70
26 C 2.38 -1.63 0.90
27 N 1.65 -1.36 -0.18
28 C 2.47 -1.49 -1.28
29 C 2.08 -1.36 -2.57
30 C 3.05 -1.66 -3.66
31 C 3.99 -0.69 -4.11
32 C 4.81 -1.02 -5.19
33 C 4.77 -2.23 -5.79
34 C 3.91 -3.19 -5.31
35 C 2.96 -2.87 -4.33
36 C 0.77 -0.96 -2.98
37 C 0.36 -0.81 -4.36
38 C -0.96 -0.41 -4.37
39 C -1.40 -0.33 -2.99
40 N -0.31 -0.65 -2.20
41 C 3.79 -1.77 -0.92
42 C 3.77 -1.86 0.46
43 N -0.38 -1.26 1.86
44 C -3.74 -0.47 3.40
45 C -4.69 -1.48 3.66
46 C -5.49 -1.40 4.81
47 C -5.26 -0.33 5.69
48 C -4.33 0.66 5.44
49 C -3.60 0.61 4.30
50 H -5.85 1.53 -6.57
51 H -3.74 2.72 -6.06
52 H -2.47 2.09 -4.01
53 H -5.01 -1.32 -3.54
54 H -6.49 -0.57 -5.15
55 H -5.37 0.31 -1.36
56 H -5.36 0.10 1.25
57 H -1.75 -1.59 4.92
58 H 0.81 -2.01 4.88
59 H 3.53 0.16 3.16
60 H 5.63 -0.17 4.54
61 H 6.16 -2.43 5.59
62 H 4.65 -4.42 4.86
63 H 2.84 -4.02 3.35
64 H 4.08 0.29 -3.67
65 H 5.59 -0.34 -5.49
66 H 5.45 -2.41 -6.58
67 H 3.91 -4.18 -5.76
68 H 2.15 -3.58 -4.14
69 H 0.96 -1.00 -5.19
70 H -1.63 -0.35 -5.21
71 H 4.68 -1.90 -1.56
72 H 4.59 -2.04 1.11
73 H -4.62 -2.33 3.04
74 H -6.26 -2.12 5.00
75 H -5.80 -0.26 6.61
76 H -4.18 1.51 6.11
77 H -2.82 1.33 3.98
78 C 0.27 1.99 2.96
79 N -0.84 2.81 2.54
80 C -1.15 3.78 3.58
81 C -0.62 3.47 1.29
82 C -0.83 2.60 0.07
83 N 0.12 1.54 -0.17
84 C 1.21 1.95 -0.86
85 C 2.49 1.67 -0.37
86 F 2.74 1.32 0.95
87 C 3.62 1.86 -1.14
88 F 4.76 1.52 -0.53
89 C 3.65 2.51 -2.36
90 C 2.40 2.88 -2.90
91 F 2.30 3.62 -4.00
92 C 1.23 2.61 -2.18
93 F 0.00 2.87 -2.76
94 H 1.11 2.62 3.35
95 H 0.59 1.33 2.18
96 H 0.01 1.41 3.83
97 H -0.19 4.35 3.81
98 H -1.40 3.24 4.52
99 H -1.93 4.50 3.32
100 H 0.42 3.90 1.32
101 H -1.26 4.39 1.24
102 H -0.95 3.27 -0.81
103 H -1.80 2.15 0.21
104 H 4.54 2.67 -2.93

=====

Below is a structure of composition C54H40AsBF6N5O3S2Tc at a distorted geometry, with properties calculated with ωB97M-V/def2-TZVPD.

Summary:
charge: +1
<S²>: 3.7783
multiplicity: 4
HOMO-LUMO gap (spin up / spin down): 6.940 / 6.281 eV
maximum force: 1.21 eV Å⁻¹
highest occupied orbital energy (spin up / spin down): -10.39 / -10.48 eV

Positions of all 113 atoms, in Å:
1 Tc -0.82 0.93 0.15
2 F -3.21 5.69 -1.19
3 C -2.52 5.00 -0.28
4 C -2.10 3.72 -0.59
5 C -1.39 2.97 0.33
6 C -1.15 3.53 1.61
7 C -1.60 4.82 1.87
8 F -1.39 5.37 3.08
9 C -2.28 5.58 0.95
10 C -0.46 2.65 2.56
11 C 0.01 2.99 3.83
12 C 0.72 2.05 4.57
13 C 0.97 0.79 4.03
14 C 0.44 0.50 2.79
15 N -0.28 1.39 2.09
16 H -2.37 3.33 -1.57
17 H -2.62 6.57 1.19
18 H -0.15 3.98 4.22
19 H 1.09 2.31 5.55
20 H 1.56 0.05 4.54
21 H 0.62 -0.45 2.31
22 O -5.29 -1.16 0.49
23 S -2.02 -2.26 0.84
24 O -2.69 -3.08 -0.19
25 N -0.91 -1.23 0.08
26 C -0.47 -1.69 -1.17
27 C 0.04 -2.95 -1.42
28 C 0.37 -3.34 -2.73
29 C 0.20 -2.50 -3.79
30 C -0.25 -1.18 -3.56
31 C -0.32 -0.21 -4.58
32 C -0.67 1.07 -4.27
33 C -0.97 1.39 -2.94
34 N -0.96 0.50 -1.96
35 C -0.57 -0.78 -2.24
36 C -0.99 -3.43 1.75
37 C -0.28 -3.03 2.87
38 C 0.51 -3.96 3.53
39 C 0.54 -5.28 3.11
40 C -0.22 -5.68 2.02
41 C -0.99 -4.76 1.33
42 H 0.23 -3.61 -0.59
43 H 0.79 -4.33 -2.88
44 H 0.41 -2.82 -4.80
45 H -0.06 -0.49 -5.60
46 H -0.70 1.85 -5.02
47 H -1.21 2.41 -2.68
48 H -0.33 -2.01 3.21
49 H 1.12 -3.64 4.37
50 H 1.15 -6.00 3.63
51 H -0.21 -6.72 1.70
52 H -1.59 -5.03 0.47
53 S -6.03 -2.18 2.74
54 C -5.14 -1.02 1.79
55 C -4.79 -0.23 -0.42
56 C -3.75 0.57 -0.32
57 N -2.82 0.75 0.75
58 C -3.25 0.58 1.97
59 C -4.37 -0.10 2.46
60 C -6.25 -3.54 1.60
61 C -5.52 -4.69 1.83
62 C -5.66 -5.73 0.91
63 N -6.43 -5.66 -0.16
64 C -7.13 -4.54 -0.36
65 C -7.09 -3.46 0.50
66 H -5.40 -0.23 -1.31
67 H -3.59 1.25 -1.15
68 H -2.59 0.97 2.74
69 H -4.49 -0.10 3.54
70 H -4.85 -4.78 2.68
71 H -5.11 -6.66 1.05
72 H -7.76 -4.52 -1.24
73 H -7.69 -2.57 0.31
74 F 1.88 -1.54 0.79
75 B 2.95 -1.35 1.71
76 F 2.46 -1.45 3.02
77 F 3.43 0.00 1.51
78 F 3.96 -2.26 1.47
79 O 1.11 1.20 -0.30
80 As 2.72 1.38 -0.71
81 C 2.61 2.50 -2.30
82 C 3.56 2.42 -3.30
83 C 3.44 3.19 -4.45
84 C 2.36 4.06 -4.58
85 C 1.43 4.18 -3.56
86 C 1.55 3.40 -2.42
87 C 3.71 2.50 0.49
88 C 5.03 2.80 0.16
89 C 5.78 3.59 1.02
90 C 5.21 4.07 2.19
91 C 3.88 3.79 2.49
92 C 3.13 3.00 1.64
93 C 3.59 -0.16 -1.46
94 C 4.79 -0.67 -1.01
95 C 5.37 -1.73 -1.70
96 C 4.75 -2.27 -2.81
97 C 3.54 -1.75 -3.26
98 C 2.96 -0.68 -2.59
99 H 4.40 1.74 -3.20
100 H 4.18 3.12 -5.23
101 H 2.26 4.65 -5.48
102 H 0.62 4.89 -3.65
103 H 0.83 3.50 -1.61
104 H 5.46 2.43 -0.76
105 H 6.80 3.82 0.78
106 H 5.80 4.67 2.87
107 H 3.43 4.19 3.39
108 H 2.10 2.77 1.86
109 H 5.26 -0.27 -0.13
110 H 6.31 -2.14 -1.35
111 H 5.20 -3.10 -3.34
112 H 3.06 -2.16 -4.14
113 H 2.04 -0.24 -2.94

=====

Question: Which of these has the highest charge?
Answer: C54H36N6PdS